Record 1
DFT (ωB97M-V/def2-TZVPD) results for C38H45BF6N7O6PtS3 as an isolated structure at a distorted geometry.

The geometry in XYZ format:
```
107
Properties=species:S:1:pos:R:3
C -2.42 -2.00 -4.12
N -5.15 -2.60 -6.53
O -4.02 -0.62 -2.02
H 2.53 1.17 -3.39
H -3.10 4.92 -1.01
N -1.17 2.20 -0.78
C -2.98 3.30 -2.44
H -5.22 -3.59 -6.40
O -0.29 1.21 -4.48
H 1.07 -4.36 4.42
H 4.95 2.71 -0.94
C 1.50 3.07 3.37
H -0.54 2.39 3.37
N 2.10 -1.14 1.37
H 4.32 1.27 1.66
C 2.03 2.48 0.88
H 1.70 -0.76 3.60
S -2.84 0.48 1.59
C 1.96 -3.37 -0.81
H -4.17 -0.21 -7.06
F -5.15 1.63 2.19
B 1.30 0.00 0.97
H 2.43 -2.90 5.65
H -1.91 -2.49 -3.30
H 0.60 -3.11 -2.48
N -0.93 0.44 -2.17
H 2.57 -1.15 5.86
H -0.04 -4.16 -1.19
C -4.75 -2.06 -0.02
C -4.09 -1.99 -5.86
H 0.06 -2.40 -0.97
F -4.05 0.90 3.90
H 1.90 2.81 -3.20
C 2.80 -2.21 -1.34
C 2.95 2.04 -1.45
C 1.60 3.38 1.88
C -2.66 3.97 -1.27
O -2.19 -0.70 2.11
H -0.64 -1.46 3.92
N -2.44 2.15 -2.80
C -2.02 -0.73 -4.51
H 3.01 -2.38 -2.40
C 3.39 -0.72 1.70
H 4.83 1.92 -2.52
H -3.72 3.70 -3.13
N 2.23 1.10 1.15
H 1.59 -5.63 0.39
C -1.55 1.62 -1.94
C 2.85 2.63 3.96
F -4.89 -3.10 -0.86
F -4.38 -2.56 1.16
C -2.65 -0.08 -5.55
C 2.29 2.94 -0.42
Pt -0.56 0.08 0.06
H 1.14 -6.16 2.75
H 1.10 1.46 -2.40
H 3.10 1.05 -1.02
C 1.80 -3.53 0.69
C 1.32 -5.14 2.45
N -3.51 0.38 0.17
H 2.18 4.60 -1.76
H 0.62 1.09 3.30
H -3.79 -3.60 -4.48
C 1.50 -1.72 4.07
H -5.28 -2.30 -7.48
H 2.78 2.61 5.05
C 1.31 4.69 1.49
C 4.33 2.60 -1.83
H 1.24 4.02 3.85
C 0.10 -1.64 4.70
O -2.28 -1.72 -0.63
H 2.25 -1.28 -1.26
C 3.47 0.62 1.53
S -0.62 0.02 -3.73
H -1.36 3.81 0.46
H 0.95 5.39 2.24
H 3.64 3.32 3.67
C 1.57 -4.83 1.13
C 1.48 5.12 0.19
C -3.46 -2.62 -4.78
C 2.07 1.87 -2.69
H 1.24 6.14 -0.08
H -2.31 0.92 -5.81
H 3.56 -1.98 4.66
H 4.15 -1.41 2.01
C 2.58 -1.96 5.13
H 3.11 1.63 3.61
C 1.53 -2.81 3.01
C 2.00 4.25 -0.75
H 3.75 -2.12 -0.81
O -2.30 1.77 1.88
H 0.36 1.96 4.83
C 1.28 -4.12 3.38
O 0.40 -0.99 -3.69
H 4.24 3.58 -2.30
F -5.16 -0.47 2.66
F -5.95 -1.49 0.12
C 0.42 2.07 3.74
H -0.16 -2.56 5.22
H 2.42 -4.31 -1.17
C 1.78 -2.51 1.66
C 0.55 -3.27 -1.41
C -3.68 -0.71 -6.23
C -1.72 3.36 -0.45
H 0.05 -0.82 5.42
S -3.46 -0.90 -0.74
C -4.39 0.62 2.64
```

Values from the calculation:
Expectation value of S²: 2.004
Charge: -1
HOMO (alpha / beta): -0.2018 / -0.2008 hartree
HOMO-LUMO gap (alpha / beta): 8.00 / 6.92 eV
Strongest force on any atom: 3.0 eV/Å
Relative energy (zero: lowest compared OMol25 entry of this formula, charge and spin): 20.4 kcal/mol
Spin multiplicity: 3

Record 2
DFT (ωB97M-V/def2-TZVPD) results for C38H45CeN13O5S as an isolated structure at a distorted geometry.

The geometry in XYZ format:
```
103
Properties=species:S:1:pos:R:3
C 4.53 -0.24 5.45
C -4.41 -1.25 -6.84
H 5.18 -1.86 1.02
N 2.03 0.17 -0.51
C 0.22 -5.33 -0.98
H -3.14 2.79 -4.89
C -5.81 -0.64 -2.09
H -3.78 0.38 -1.06
H -4.79 -0.65 -7.67
H 2.35 -4.78 -2.74
H -3.89 -3.33 -1.04
C -3.76 0.95 -5.82
N 2.27 3.28 6.37
C 5.20 -1.34 4.95
H -4.45 1.45 -6.48
H -6.05 0.35 -1.69
C 0.54 -2.93 -1.25
C 5.33 -1.51 3.58
H -5.47 -0.40 0.69
C 0.98 -6.23 -0.03
C -0.08 3.61 0.69
C -0.08 0.66 2.62
H 2.01 3.24 -1.64
C 0.31 5.86 2.73
N 0.37 4.84 0.48
O -1.15 3.38 -3.33
C -1.95 -0.32 -4.12
H -5.37 -0.53 -3.08
H -5.50 -3.36 -1.70
H 3.75 1.30 2.53
H -4.17 -2.74 -2.69
C -5.40 -1.41 0.26
H 4.41 -0.09 6.51
H -6.41 -1.82 0.26
C -4.58 -2.78 -1.68
H -0.92 6.37 1.04
H 1.04 -5.75 0.95
C -2.68 -1.04 -5.03
N -2.55 -0.99 -0.34
C 4.14 0.54 3.19
C 2.08 3.60 5.14
H 2.94 1.06 -2.26
H 0.04 -5.82 -1.94
C 3.26 1.84 5.12
C 4.81 -0.58 2.70
H 2.32 -7.09 -1.49
Ce -0.46 0.53 -0.70
H -0.73 -5.00 -0.58
C 2.38 -6.53 -0.55
H 5.62 -2.07 5.63
H 2.90 -3.35 -1.85
C 2.43 -4.33 -1.75
H 2.18 -0.83 1.40
C 0.10 6.06 1.25
C -2.13 1.07 -4.07
H -5.27 -1.68 -6.33
N 4.24 0.32 -0.80
O 0.04 1.29 -2.67
O -1.94 1.87 -1.55
H 3.31 -4.72 0.17
C 1.14 4.87 3.23
C -3.03 1.72 -4.92
H 2.92 -7.17 0.15
H -6.74 -1.19 -2.18
H 5.93 -0.28 0.86
H -4.81 -2.03 0.94
H -2.87 -1.00 0.63
C -4.85 -1.37 -1.16
H 0.41 -7.15 0.10
C -0.17 6.56 4.98
H -2.54 -2.12 -5.10
C -0.35 6.71 3.61
C 3.06 0.57 -1.30
H 5.85 -2.39 3.20
C 2.64 -0.39 0.54
C 3.16 -5.24 -0.78
N -3.58 -0.60 -1.26
O 0.33 0.93 3.67
N 3.95 -0.30 0.37
C -3.60 -0.43 -5.89
H 0.76 5.42 6.55
C 3.99 0.70 4.56
H 4.16 -5.45 -1.19
H 0.77 6.80 0.82
H -0.69 7.23 5.66
N 1.04 -4.11 -1.26
H 1.69 4.21 2.56
N -0.51 0.35 1.53
H -1.00 7.48 3.23
C 5.05 -0.79 1.23
N 0.11 -1.84 -1.26
N 0.53 2.76 -0.14
O 2.67 2.72 4.27
H -2.29 -1.95 -0.59
C 1.36 3.58 -0.86
H -1.24 -0.83 -3.48
C 0.63 5.56 5.48
H -0.81 3.36 1.44
H -3.82 -2.07 -7.25
C 1.29 4.70 4.60
S -1.28 2.04 -2.94
N 3.05 2.11 6.36
N 1.32 4.83 -0.49
```

Values from the calculation:
Charge: +2
HOMO: -0.4605 hartree
HOMO-LUMO gap: 5.16 eV
Strongest force on any atom: 3.5 eV/Å
Relative energy (zero: lowest compared OMol25 entry of this formula, charge and spin): 0.0 kcal/mol

Record 3
DFT (ωB97M-V/def2-TZVPD) results for a 9-piece molecular cluster, C38H45F12I2N2O24 overall at a distorted geometry.

The geometry in XYZ format:
```
123
Properties=species:S:1:pos:R:3
O -6.37 -0.72 7.11
H -1.44 -3.62 -7.00
O -4.26 1.29 9.76
H 4.89 -1.13 -5.13
H -3.32 3.34 0.94
C -5.40 -0.74 -3.07
H -0.16 4.80 -4.55
C 3.26 0.42 -6.30
F 2.52 1.11 0.57
O -0.05 -1.33 -7.71
O -2.15 4.39 -4.25
H 3.00 -1.51 -7.49
O -2.03 1.72 9.98
O -5.30 2.65 4.08
O -8.07 -2.18 7.41
H 6.68 1.81 -6.37
H 6.78 -1.28 -1.09
C 4.13 -0.14 3.60
I 7.17 -4.69 -3.24
F 0.61 2.45 -4.78
C -7.40 -1.11 7.92
O 4.49 -3.47 3.97
C 4.77 -1.32 -2.16
H 5.23 -3.80 -1.35
C 0.88 0.85 8.84
O -3.14 -1.01 -3.12
C 2.96 -1.22 -6.33
H -5.81 -1.71 -3.39
O -7.68 -0.57 8.98
H 3.71 -0.03 2.59
H -1.49 -0.60 -6.44
O -3.52 1.59 3.11
C -0.71 2.72 -4.79
C 5.51 1.99 -6.25
H -1.22 2.09 -5.53
F -0.28 -1.95 -5.57
F 4.85 0.96 3.92
H -6.04 -1.20 5.12
O 0.20 1.69 6.85
H 8.20 -2.79 -0.41
F -4.30 2.00 -0.19
H -5.81 2.64 9.90
C -3.12 2.00 9.52
O 4.98 -1.26 3.65
H 2.54 -3.14 -4.33
H 3.43 -0.12 5.65
C 0.33 0.65 -0.57
H 4.75 -2.79 -6.18
C 2.37 -0.85 -2.74
H -6.06 1.32 8.73
C -0.96 -1.54 -6.66
O -3.35 3.05 8.68
I 7.60 -1.47 -3.73
H 2.15 0.04 4.44
O -1.23 2.46 -3.50
C 4.19 -2.29 4.07
H -6.19 -0.17 -2.59
C -0.96 4.18 -4.97
C 6.35 -3.48 -1.57
H 1.33 -0.87 -3.27
C -1.85 -2.62 -7.18
C -2.23 3.37 -3.33
H -4.48 2.26 7.16
O -4.88 -0.06 -4.19
H 1.06 1.71 9.50
N 3.62 -1.70 -3.06
O -1.87 -2.37 -8.57
H 5.37 -0.09 -7.17
N 2.71 0.05 -1.58
O 2.29 1.78 5.93
H 2.38 1.05 -6.77
C -0.32 1.00 7.97
F -0.16 1.48 0.59
C 4.19 -2.01 -5.52
H 3.43 0.71 -5.16
C -4.68 2.32 3.09
C -4.61 2.79 8.11
O 3.01 -1.84 4.60
H 4.48 1.21 -8.20
C 3.11 -0.43 4.65
H 5.28 3.07 -6.67
O 1.94 0.73 7.92
C 1.54 1.43 6.82
C 6.31 -1.87 -2.01
H -0.73 0.04 7.65
C -3.90 2.42 1.03
F -5.23 3.97 7.89
C -5.32 2.00 9.16
F 2.06 2.44 -1.38
O -2.79 0.04 -5.12
C -3.54 -0.31 -4.22
H -2.85 -2.58 -6.76
C 4.15 -0.15 -1.18
H -1.09 4.45 -6.03
H -8.38 -1.70 5.44
H -0.36 0.90 -1.48
H 5.30 1.96 -5.10
O -3.08 3.30 -2.47
C -6.30 -1.67 6.07
H 7.70 -4.69 -0.15
F -4.26 -2.03 -1.47
H -3.57 0.33 1.49
C 3.65 -2.76 -4.14
C 7.32 -3.58 -0.22
F 0.81 -0.28 9.57
H 1.90 -1.48 -5.87
H -1.11 1.58 8.46
F -7.65 -3.55 5.68
O -0.37 -1.35 -9.97
O -5.05 2.65 1.82
C 4.63 0.84 -7.09
F 0.15 -0.77 -0.14
C 1.91 1.07 -0.80
C -4.20 -0.89 -2.20
H -5.53 -2.41 6.32
C -0.73 -1.66 -8.85
C -3.20 1.32 1.76
C -7.67 -2.25 6.06
H 4.28 -3.71 -3.85
H -2.12 1.34 1.60
H 6.66 -3.23 0.68
H 4.81 0.36 -0.36
H -4.01 -0.03 -1.54
```

Values from the calculation:
Charge: +1
HOMO: -0.4142 hartree
HOMO-LUMO gap: 6.78 eV
Strongest force on any atom: 5.7 eV/Å
Relative energy (zero: lowest compared OMol25 entry of this formula, charge and spin): 274.6 kcal/mol

Record 4
DFT (ωB97M-V/def2-TZVPD) results for C38H46BrInN6O3SSi as an isolated structure.

The geometry in XYZ format:
```
97
Properties=species:S:1:pos:R:3
Br -5.69 5.20 -0.14
H 5.00 -1.13 -2.03
H 0.71 3.62 5.94
H 3.40 1.25 -4.44
H 0.50 2.71 -2.51
H 5.26 2.52 -1.51
N -0.23 2.17 1.67
H -0.60 0.38 -2.99
C -5.75 -2.36 2.05
H 1.94 -2.01 -4.02
H -2.70 2.18 -2.78
C -1.61 -2.25 -0.22
C -2.18 3.03 0.46
C 2.66 -1.32 3.66
H 2.23 3.22 -1.00
H 4.99 1.13 -2.56
C -4.39 -3.69 3.54
N -0.98 -1.68 0.89
H -4.30 -4.51 4.24
H -4.67 3.65 -2.44
H 2.61 -0.29 -4.82
C 0.26 3.03 3.92
H 3.58 -1.89 -0.03
C 2.84 -1.57 -2.07
H -2.33 -3.12 3.67
H 2.06 -1.79 1.64
C 0.38 2.08 2.94
H -7.53 -4.14 2.69
H 2.12 2.29 0.49
H -6.58 -5.07 3.73
C -5.64 -3.42 2.96
H 3.63 0.26 0.88
O -0.87 1.72 -1.03
O -1.31 -0.63 3.12
C -4.18 4.07 -0.39
H -3.73 -4.58 -0.98
H -4.73 -0.78 1.02
H 2.30 -3.42 -3.03
H -0.31 0.86 -4.66
C 2.90 -2.35 -0.75
C 2.80 2.60 -0.30
H 4.93 1.42 0.62
C -3.32 3.84 0.65
C 0.86 2.86 5.18
C -2.81 -3.24 -2.41
C 1.93 -2.39 -3.00
S -2.02 -0.91 1.90
H 0.77 2.84 -4.25
C -4.65 -1.59 1.73
N -6.75 -4.16 3.32
N 1.33 0.03 2.20
C -1.90 -2.21 -2.48
C -3.96 3.47 -1.64
H 3.23 -2.23 3.79
C 2.43 0.76 -4.60
C 1.18 0.94 3.19
C -3.04 -3.75 -1.14
N -1.30 -1.71 -1.40
C 1.79 0.77 4.45
H 4.01 2.58 -2.75
C 1.46 0.97 -3.43
C 2.01 -1.07 2.44
H 0.91 -2.41 -2.64
In 0.19 0.22 0.06
N -2.45 -3.27 -0.05
H 3.26 -3.37 -0.94
C -3.43 -1.87 2.32
C -2.87 2.66 -1.83
H 2.05 1.60 6.43
H -3.30 -3.64 -3.29
H 3.57 3.23 0.16
O -2.53 0.22 1.14
H -3.50 4.27 1.62
C -1.93 2.43 -0.80
H 0.24 -0.72 -4.10
H 3.04 -0.54 5.61
H -1.84 3.08 2.55
C 2.55 -0.40 4.66
H 4.26 -0.99 -3.63
H 1.91 -2.43 -0.29
H -1.64 -1.75 -3.43
C 4.28 0.69 0.12
C -1.37 2.76 1.61
H -0.28 3.95 3.72
H 2.12 3.05 -3.14
C 1.21 2.48 -3.31
Si 2.14 0.23 -1.77
H 1.99 1.21 -5.50
C 3.48 1.39 -0.98
C 4.24 -1.55 -2.70
C 4.49 1.93 -2.02
C -3.29 -2.92 3.22
H 4.93 -0.10 -0.26
C 1.60 1.75 5.46
C 0.12 0.32 -3.81
H 4.55 -2.58 -2.92
H -6.71 -2.15 1.60
```

Values from the calculation:
Charge: 0
HOMO: -0.2783 hartree
HOMO-LUMO gap: 7.26 eV
Strongest force on any atom: 0.5 eV/Å

Question: Which value of strongest force on any atom does entry 2 give?
Answer: 3.5 eV/Å

Question: Which value of charge does entry 1 give?
Answer: -1